[1]
Computed, not measured: a structure of composition C27H48ClOPTi at a distorted geometry, with ωB97M-V/def2-TZVPD.

Values from the calculation:
multiplicity	2
frontier orbital gap (alpha / beta)	0.1576 / 0.2108	Ha
net charge	-1

Last column: Mulliken spin population.
Atoms and positions in Å:
Ti  -0.52  0.95  2.76  0.0608
Cl  -2.69  0.84  1.98  0.0052
P  -0.31  0.55  -0.41  0.0203
C  -0.39  2.43  3.98  -0.0145
H  0.68  2.37  4.30  0.0041
H  -0.99  2.57  4.90  -0.0019
C  1.15  -0.34  -1.25  -0.0177
C  -0.20  2.32  -1.01  -0.0149
C  2.49  0.32  -0.90  0.0473
H  1.11  -1.32  -0.73  -0.0277
C  3.66  -0.60  -1.27  0.0079
H  2.59  1.27  -1.46  -0.0009
H  2.53  0.58  0.17  -0.0207
C  3.61  -1.08  -2.73  -0.0002
H  4.61  -0.08  -1.08  0.0047
H  3.64  -1.47  -0.60  -0.0030
C  2.23  -1.57  -3.16  0.0010
H  3.93  -0.26  -3.39  -0.0004
H  4.34  -1.89  -2.86  -0.0006
C  1.09  -0.62  -2.76  0.0026
H  2.21  -1.72  -4.25  0.0004
H  2.03  -2.55  -2.70  0.0004
H  1.20  0.32  -3.32  0.0000
H  0.13  -1.06  -3.05  0.0022
C  -1.83  -0.17  -1.26  0.0057
C  0.35  2.58  -2.42  0.0004
H  -1.27  2.63  -0.99  -0.0019
C  0.24  4.07  -2.77  -0.0006
H  1.40  2.28  -2.47  0.0003
H  -0.19  1.99  -3.17  0.0010
C  0.93  4.97  -1.74  0.0001
H  0.66  4.23  -3.77  0.0000
H  -0.83  4.33  -2.82  0.0000
C  0.52  4.65  -0.30  0.0010
H  2.02  4.86  -1.84  0.0001
H  0.70  6.01  -1.97  0.0000
C  0.57  3.15  0.04  0.0231
H  1.16  5.20  0.40  -0.0002
H  -0.51  5.00  -0.15  0.0000
H  1.61  2.81  0.07  0.0015
H  0.15  3.01  1.05  -0.0119
C  -1.82  -1.71  -1.21  -0.0077
H  -2.61  0.19  -0.57  0.0019
C  -3.19  -2.27  -1.62  -0.0005
H  -1.06  -2.10  -1.90  -0.0005
H  -1.56  -2.06  -0.21  0.0233
C  -3.67  -1.75  -2.98  -0.0003
H  -3.14  -3.37  -1.64  -0.0002
H  -3.92  -1.99  -0.85  0.0000
C  -3.54  -0.22  -3.12  0.0006
H  -3.10  -2.23  -3.78  -0.0001
H  -4.72  -2.03  -3.13  0.0001
C  -2.18  0.32  -2.67  0.0017
H  -3.73  0.07  -4.16  -0.0001
H  -4.32  0.26  -2.50  0.0000
H  -1.41  -0.02  -3.39  0.0004
H  -2.19  1.42  -2.72  0.0000
C  0.29  -1.76  2.83  0.0232
C  -0.43  -0.85  3.62  -0.0205
H  -0.18  -1.96  1.84  0.0906
C  -1.65  -1.06  4.43  0.0018
H  0.27  -0.17  4.25  -0.0221
C  -1.69  -2.49  5.01  0.0034
H  -1.68  -0.32  5.22  0.0013
H  -2.52  -0.86  3.81  -0.0004
C  -1.09  -3.50  4.02  -0.0045
H  -1.12  -2.48  5.95  0.0012
H  -2.74  -2.73  5.24  -0.0001
C  0.36  -3.11  3.57  0.0253
H  -1.09  -4.49  4.49  -0.0004
H  -1.73  -3.55  3.13  -0.0007
H  1.00  -3.01  4.46  0.0012
H  0.76  -3.91  2.93  0.0001
C  2.91  -1.63  2.47  -0.0502
C  1.58  -0.99  2.47  0.6514
O  1.38  0.26  2.24  0.1358
H  3.65  -1.05  1.89  0.0100
H  2.80  -2.64  2.02  0.0181
H  3.26  -1.77  3.51  0.0438

***

[2]
Computed, not measured: a structure of composition C27H48CuN2O6P2SSe2, with ωB97M-V/def2-TZVPD.

Values from the calculation:
frontier orbital gap	0.2884	Ha
net charge	+1

Last column: Löwdin charge in e.
Atoms and positions in Å:
Cu  1.08  1.49  -1.34  -0.0603
C  4.41  2.20  -0.68  -0.3687
Se  3.60  1.04  -2.00  0.9953
C  3.66  2.26  -3.52  -0.5268
C  2.92  3.58  -3.33  -0.5182
Se  1.04  3.41  -2.83  1.0048
C  0.40  2.51  -4.43  -0.3398
H  5.39  2.53  -1.01  0.0333
H  4.52  1.60  0.23  0.0213
H  3.77  3.05  -0.46  0.0164
H  3.23  1.68  -4.34  0.0575
H  4.70  2.45  -3.76  0.0731
H  2.97  4.17  -4.24  0.0746
H  3.36  4.17  -2.53  0.0568
H  0.54  3.15  -5.30  0.0353
H  -0.65  2.32  -4.25  0.0164
H  0.91  1.55  -4.55  0.0322
C  -2.51  3.57  -0.28  -0.0387
C  -3.54  2.53  -0.69  -0.4203
C  -4.87  2.71  -0.01  -0.0362
O  -3.04  1.20  -0.29  -0.1841
P  -2.09  0.40  -1.27  0.4757
O  -1.12  1.23  -2.01  -0.2850
C  -1.35  -0.76  -0.11  -0.1920
P  0.02  -1.70  -0.81  0.4642
O  0.94  -0.85  -1.57  -0.2775
O  -0.61  -2.85  -1.68  -0.1600
C  -0.76  -4.26  -1.33  -0.4222
C  -0.33  -5.06  -2.54  -0.0257
C  -2.20  -4.52  -0.93  -0.0268
O  0.64  -2.37  0.48  -0.1921
C  1.91  -3.12  0.40  -0.4251
C  3.08  -2.17  0.54  -0.0396
C  1.86  -4.15  1.50  -0.0330
O  -2.97  -0.40  -2.30  -0.1537
C  -3.97  -1.41  -2.02  -0.4318
C  -5.28  -0.77  -1.61  -0.0317
C  -4.08  -2.23  -3.29  -0.0379
H  -2.87  4.56  -0.57  0.0957
H  -1.56  3.38  -0.77  0.0451
H  -2.37  3.55  0.80  0.0916
H  -3.66  2.53  -1.77  0.1445
H  -4.76  2.63  1.07  0.0933
H  -5.60  1.97  -0.34  0.0693
H  -5.26  3.70  -0.24  0.0928
H  -2.10  -1.43  0.32  0.0829
H  -0.94  -0.16  0.70  0.0769
H  -0.11  -4.47  -0.49  0.1070
H  -0.97  -4.83  -3.39  0.0895
H  -0.39  -6.12  -2.33  0.0930
H  0.70  -4.82  -2.82  0.0870
H  -2.88  -4.28  -1.74  0.0720
H  -2.47  -3.94  -0.04  0.0817
H  -2.32  -5.58  -0.69  0.0959
H  1.95  -3.60  -0.58  0.1396
H  3.10  -1.73  1.54  0.0855
H  3.04  -1.39  -0.21  0.0420
H  4.01  -2.73  0.41  0.0983
H  1.76  -3.66  2.47  0.0923
H  2.78  -4.74  1.50  0.0952
H  1.02  -4.83  1.38  0.0776
H  -3.59  -2.05  -1.21  0.1099
H  -5.60  -0.07  -2.37  0.0981
H  -5.19  -0.25  -0.66  0.0658
H  -6.04  -1.54  -1.50  0.0937
H  -4.47  -1.61  -4.10  0.0940
H  -4.77  -3.07  -3.14  0.0915
H  -3.11  -2.62  -3.58  0.0792
S  1.51  3.06  5.05  1.0511
C  1.37  2.54  3.38  -0.4987
C  1.59  1.25  2.91  -0.0353
C  1.45  1.00  1.56  -0.1122
N  1.11  1.93  0.66  0.0087
C  0.90  3.17  1.12  -0.1178
C  1.01  3.51  2.45  -0.0740
C  1.96  1.55  5.87  -0.5445
C  3.28  1.31  6.22  -0.0728
C  3.58  0.13  6.89  -0.1298
N  2.67  -0.79  7.20  0.0722
C  1.41  -0.55  6.86  -0.1323
C  1.00  0.60  6.21  -0.0841
H  1.87  0.44  3.57  0.1091
H  1.63  0.01  1.17  0.0861
H  0.62  3.91  0.38  0.1062
H  0.82  4.53  2.75  0.1130
H  4.06  2.03  5.99  0.1092
H  4.60  -0.08  7.19  0.1120
H  0.69  -1.31  7.14  0.1107
H  -0.04  0.76  5.96  0.1129

***

[3]
Computed, not measured: a structure of composition C27H48F24N7O19S8 at a distorted geometry, with ωB97M-V/def2-TZVPD.

Values from the calculation:
frontier orbital gap	0.2482	Ha
net charge	-1

Last column: Löwdin charge in e.
Atoms and positions in Å:
C  0.23  -3.81  -2.96  -0.0177
C  -0.51  -2.79  -2.10  -0.2886
C  -1.27  -1.75  -2.89  -0.2203
O  -1.77  -0.61  -2.23  -0.1806
C  -2.50  0.35  -3.04  -0.0599
N  -1.51  -3.48  -1.16  0.2548
H  -1.11  -3.98  -0.38  0.1775
H  -2.28  -2.87  -0.91  0.1629
H  -2.10  -4.16  -1.63  0.1674
H  -0.58  -4.37  -3.40  0.0927
H  0.83  -4.53  -2.40  0.0996
H  0.73  -3.31  -3.78  0.0967
H  0.18  -2.26  -1.45  0.1577
H  -2.07  -2.24  -3.46  0.1422
H  -0.63  -1.36  -3.68  0.1338
H  -1.98  0.60  -3.97  0.0916
H  -2.51  1.23  -2.40  0.0941
H  -3.56  0.18  -3.23  0.0942
C  -3.35  6.45  4.85  -0.0956
C  -3.93  5.07  4.50  -0.2161
C  -3.15  3.94  5.20  -0.0929
N  -3.54  2.50  4.74  -0.2379
C  -5.06  2.21  4.88  -0.0708
C  -5.41  0.73  4.71  -0.1697
C  -4.62  -0.18  5.64  -0.1925
C  -3.15  0.03  5.30  -0.1586
C  -2.72  1.51  5.54  -0.1153
C  -3.10  2.26  3.29  0.0316
H  -2.29  6.64  4.73  0.0820
H  -3.54  6.74  5.89  0.0768
H  -3.76  7.19  4.17  0.0837
H  -3.85  5.02  3.41  0.1143
H  -4.97  4.97  4.78  0.1096
H  -3.27  3.99  6.29  0.1350
H  -2.09  3.93  4.98  0.1281
H  -5.38  2.62  5.84  0.1387
H  -5.58  2.83  4.14  0.1302
H  -6.39  0.62  5.17  0.1206
H  -5.46  0.22  3.75  0.1296
H  -4.91  0.04  6.67  0.1217
H  -4.92  -1.21  5.48  0.1247
H  -2.60  -0.63  5.97  0.1243
H  -2.82  -0.26  4.30  0.1072
H  -2.91  1.65  6.60  0.1336
H  -1.66  1.71  5.37  0.1384
H  -2.09  2.64  3.15  0.1141
H  -3.71  2.86  2.61  0.1094
H  -3.10  1.21  3.01  0.0959
C  11.32  2.99  -3.05  -0.0649
O  10.51  1.78  -3.10  -0.2094
C  9.34  1.81  -3.94  -0.1903
C  8.48  0.63  -3.71  -0.0545
N  8.45  0.29  -2.18  0.0621
H  9.36  0.26  -1.75  0.1440
H  8.03  1.09  -1.73  0.1737
C  7.72  -0.98  -1.76  -0.0421
C  8.61  -2.18  -2.20  -0.1696
O  9.89  -2.12  -1.62  -0.1809
C  10.98  -1.89  -2.41  -0.1105
H  10.85  3.91  -2.71  0.0926
H  11.91  3.15  -3.95  0.0928
H  11.99  2.86  -2.20  0.0904
H  9.58  1.79  -5.00  0.1368
H  8.88  2.78  -3.73  0.1368
H  8.77  -0.31  -4.18  0.1238
H  7.43  0.88  -3.88  0.1455
H  6.75  -1.01  -2.24  0.1361
H  7.57  -0.75  -0.70  0.1462
H  8.72  -2.30  -3.28  0.1235
H  8.11  -3.05  -1.77  0.1364
H  10.90  -0.94  -2.94  0.0717
H  11.11  -2.76  -3.05  0.1034
H  11.85  -1.75  -1.76  0.1057
C  3.60  5.35  -1.87  -0.5655
F  4.43  6.43  -1.88  0.1008
F  2.33  5.81  -2.01  0.1066
F  3.83  4.47  -2.88  0.0936
S  3.75  4.43  -0.16  0.7009
O  2.96  5.14  0.85  -0.3085
O  3.35  3.04  -0.43  -0.3557
N  5.49  4.46  0.01  -0.3265
S  5.81  5.29  1.26  0.5176
O  5.32  6.65  1.24  -0.3206
O  5.66  4.58  2.54  -0.3253
C  7.73  5.50  1.01  -0.6141
F  8.26  6.06  2.14  0.0959
F  8.24  4.30  0.68  0.0873
F  7.98  6.40  0.06  0.1140
C  2.49  -3.53  4.11  -0.6331
F  1.85  -3.22  5.32  0.0742
F  2.02  -2.82  3.13  0.1347
F  3.77  -3.23  4.22  0.1223
S  2.45  -5.42  3.61  0.6696
O  2.96  -5.45  2.24  -0.3395
O  3.36  -6.13  4.50  -0.3061
N  0.72  -5.65  3.64  -0.3405
S  0.51  -6.82  4.67  0.6001
O  1.17  -8.05  4.12  -0.3631
O  0.83  -6.38  6.04  -0.3442
C  -1.40  -7.30  4.48  -0.6414
F  -2.02  -6.43  3.63  0.0802
F  -1.61  -8.49  3.97  0.1500
F  -1.98  -7.24  5.66  0.1366
C  -9.11  3.34  -3.07  -0.6750
F  -10.44  3.16  -3.12  0.1122
F  -8.60  2.12  -2.90  0.1418
F  -8.66  3.95  -4.13  0.1350
S  -8.78  4.51  -1.60  0.6943
O  -9.99  4.39  -0.80  -0.3430
O  -7.51  4.14  -0.92  -0.3451
N  -8.90  6.14  -2.27  -0.2889
S  -7.39  6.41  -2.70  0.5816
O  -6.46  6.70  -1.61  -0.3445
O  -6.78  5.44  -3.68  -0.3735
C  -7.46  7.99  -3.77  -0.6101
F  -8.08  7.78  -4.96  0.1062
F  -8.27  8.83  -3.06  0.0796
F  -6.22  8.43  -3.97  0.1293
C  -6.68  -6.16  -4.46  -0.5426
F  -8.02  -6.11  -4.39  0.1057
F  -6.50  -7.08  -5.47  0.0782
F  -6.13  -4.94  -4.75  0.0919
S  -6.00  -6.89  -2.73  0.7402
O  -5.95  -5.67  -1.88  -0.3837
O  -6.97  -7.98  -2.38  -0.3189
N  -4.28  -7.26  -3.03  -0.3200
S  -4.31  -8.80  -3.20  0.5257
O  -4.62  -9.53  -1.95  -0.3519
O  -4.87  -9.28  -4.44  -0.3179
C  -2.41  -9.35  -3.37  -0.5998
F  -1.70  -8.78  -2.38  0.0943
F  -2.25  -10.69  -3.42  0.1234
F  -1.92  -8.83  -4.52  0.0771

***

[4]
Computed, not measured: a structure of composition C27H48OP2Pt at a distorted geometry, with ωB97M-V/def2-TZVPD.

Values from the calculation:
multiplicity	3
frontier orbital gap (alpha / beta)	0.2556 / 0.2205	Ha

Last column: Mulliken spin population.
Atoms and positions in Å:
P  -3.79  4.07  -0.41  0.2970
P  -4.48  0.93  -0.75  0.0490
C  -5.21  3.39  -1.43  0.0874
C  -5.85  2.12  -0.93  -0.0313
H  -4.77  3.32  -2.44  0.0056
H  -5.91  4.22  -1.43  -0.0024
H  -6.33  2.13  0.06  0.0024
H  -6.55  1.70  -1.66  0.0009
C  -4.51  0.51  -2.58  -0.0059
H  -3.93  -0.37  -2.86  -0.0010
H  -4.09  1.36  -3.12  0.0008
H  -5.56  0.38  -2.86  0.0007
C  -5.60  -0.52  -0.34  0.0076
H  -6.48  -0.39  -1.02  -0.0007
H  -5.89  -0.39  0.72  0.0005
H  -5.12  -1.50  -0.48  -0.0005
C  -3.26  5.59  -1.28  0.0149
H  -2.91  6.25  -0.48  -0.0028
H  -4.06  6.08  -1.86  0.0066
H  -2.42  5.36  -1.96  0.0057
C  -5.23  4.30  1.03  -0.0184
H  -5.83  3.46  1.41  0.0152
H  -5.89  4.84  0.33  0.0103
H  -4.89  5.03  1.76  -0.0060
Pt  -2.98  3.85  1.54  0.4846
C  0.35  -1.43  0.28  0.0015
C  0.55  -1.81  -1.01  -0.0034
C  -0.39  -1.88  -2.19  0.0002
C  -0.92  -0.46  -2.51  0.0008
C  -1.92  -0.02  -1.48  -0.0396
C  -2.43  -0.79  -0.46  -0.0069
C  -2.10  -2.06  0.22  0.0026
C  -0.90  -1.61  1.13  -0.0009
C  -0.94  4.14  1.45  0.0836
H  1.18  -0.84  0.79  0.0103
H  1.61  -1.97  -1.27  -0.0094
H  -1.21  -2.60  -2.06  0.0002
H  0.20  -2.23  -3.05  0.0002
H  -0.10  0.28  -2.49  -0.0004
H  -1.30  -0.46  -3.56  0.0001
H  -2.09  1.09  -1.55  0.0384
H  -2.83  -0.18  0.40  -0.0052
H  -1.87  -2.87  -0.48  -0.0006
H  -2.95  -2.41  0.85  0.0002
H  -1.15  -0.61  1.58  0.0011
H  -0.72  -2.26  2.00  -0.0001
H  -0.55  3.09  1.43  -0.0105
H  -0.46  4.66  2.30  0.0222
H  -0.82  4.73  0.50  -0.0045
C  3.15  -4.97  -0.64  0.0041
C  3.05  -3.75  0.29  0.0407
C  2.28  -4.09  1.58  0.0243
C  4.37  -3.05  0.54  0.1449
C  5.60  -3.68  0.48  -0.1033
C  6.79  -3.00  0.81  0.2613
C  6.76  -1.65  1.17  -0.0746
C  5.58  -0.94  1.17  0.1160
C  5.47  0.55  1.50  -0.0078
C  5.65  0.81  3.00  0.0224
C  6.41  1.43  0.66  0.0152
C  4.33  -1.62  0.85  0.1926
O  3.25  -0.96  0.81  0.3706
H  3.62  -5.82  -0.12  0.0007
H  3.75  -4.73  -1.53  -0.0015
H  2.15  -5.28  -0.96  0.0007
H  2.43  -3.01  -0.22  -0.0109
H  2.68  -4.99  2.05  -0.0031
H  2.33  -3.25  2.29  -0.0026
H  1.22  -4.26  1.33  0.0015
H  5.64  -4.73  0.18  0.0039
H  7.74  -3.54  0.79  0.0112
H  7.69  -1.13  1.44  0.0059
H  4.44  0.83  1.24  -0.0033
H  6.65  0.50  3.33  -0.0007
H  5.51  1.87  3.23  0.0008
H  4.90  0.24  3.55  -0.0055
H  6.18  1.30  -0.40  -0.0042
H  6.25  2.49  0.92  0.0014
H  7.46  1.18  0.84  -0.0009